# H16O8

A 8-piece molecular cluster, H16O8 overall in a non-equilibrium geometry (ωB97M-V with the def2-TZVPD basis set, OMol25).

Results
- ΔE to the lowest compared entry with this formula, charge and spin: 2.213 eV
- LUMO: 0.08 eV
- HOMO: -10.070 eV

Structure (XYZ):
```
24
Properties=species:S:1:pos:R:3:forces:R:3:mulliken_charge:R:1
O -0.3395 -1.2860 -2.3514 -0.53 -0.89 -0.45 -0.64
H 0.1965 -0.7860 -2.9504 0.67 0.35 -0.58 0.32
H -0.3525 -0.7570 -1.5634 -0.22 0.28 0.84 0.36
O -0.2075 0.0000 0.1046 -1.29 -0.52 1.73 -0.86
H -0.3455 -0.5000 0.9626 0.28 0.64 -1.59 0.25
H 0.7455 0.0720 0.0196 0.51 0.04 0.15 0.44
O -2.0455 1.9400 0.7476 -0.64 -0.62 -0.15 -0.70
H -2.8135 1.6240 0.2436 0.15 0.46 0.08 0.33
H -1.4135 1.2170 0.5556 0.33 0.41 -0.06 0.48
O 2.8215 2.2080 -0.6824 1.22 -1.32 1.98 -0.67
H 2.9645 2.0370 0.2886 0.19 -0.19 -1.45 0.31
H 2.1865 2.8820 -0.5854 -1.49 1.57 -0.48 0.32
O -2.5685 -0.1980 2.5746 0.33 -0.52 0.48 -0.68
H -2.8075 0.6910 2.3246 -0.11 0.69 -0.27 0.33
H -3.3105 -0.6320 3.0006 -0.19 0.29 0.20 0.30
O 2.3135 0.1810 -2.7064 -0.83 -0.55 0.53 -0.61
H 2.3675 0.7350 -1.9194 0.08 0.11 0.14 0.35
H 2.9545 0.5400 -3.2924 0.79 0.46 -0.79 0.29
O 2.2035 -0.7480 0.3426 1.66 -0.62 0.53 -0.58
H 2.0325 -1.7000 0.2266 0.04 0.48 -0.11 0.30
H 3.1565 -0.6880 0.5876 -1.09 -0.10 -0.38 0.26
O -2.2445 -2.4650 1.2666 -1.97 -1.98 -0.86 -0.67
H -2.2875 -1.6160 1.6936 -0.20 0.79 0.20 0.46
H -3.2065 -2.7500 1.1116 2.31 0.74 0.30 0.29
```
Forces are in eV/Å.